The following is a quantum chemistry calculation of a molecular structure, C25H35N3O4 at a distorted geometry, from OMol25.

ORCA input file:
```
! wB97M-V def2-TZVPD RIJCOSX def2/J DEFGRID3
* xyz 0 1
C 5.05 -0.26 -0.74
C 3.64 -0.05 -0.82
C 2.70 -0.98 -1.69
H 3.46 -1.56 -2.29
H 2.38 -1.42 -0.86
C 1.94 -0.23 -2.49
N 1.19 0.54 -1.62
C 0.32 0.29 -0.69
O 0.28 -0.94 -0.47
C -0.35 1.19 0.34
H -1.39 0.75 0.28
H -0.36 2.26 -0.28
C 0.44 1.41 1.79
N 0.42 -0.09 2.26
C 1.78 -0.45 2.39
C 2.88 0.31 3.06
N 2.82 1.59 2.40
C 1.80 1.93 1.51
O 1.68 2.96 0.67
H 3.64 2.01 2.10
H 2.47 0.73 4.04
H 3.88 -0.16 2.96
H 2.11 -0.89 1.30
H 1.83 -1.68 2.92
C -0.52 0.02 3.29
C -1.90 -0.28 3.06
C -2.76 0.46 3.83
C -4.27 0.26 3.10
C -4.34 -0.60 2.13
C -3.40 -1.26 1.53
C -2.19 -1.07 1.85
H -1.29 -1.45 1.44
O -3.81 -1.97 0.37
C -2.68 -2.59 -0.20
H -1.88 -1.98 -0.58
H -2.47 -3.54 0.20
H -3.31 -2.93 -1.18
O -5.64 -0.95 1.63
C -6.78 -0.07 2.18
H -7.61 -0.45 1.50
H -6.66 0.90 2.32
H -6.76 -0.60 3.17
H -4.82 0.81 3.72
H -2.52 1.06 4.61
H -0.23 0.73 4.07
H -0.20 -1.08 4.12
H -0.21 1.91 2.41
C 1.00 2.02 -1.96
C 1.51 2.04 -3.65
C 2.61 0.71 -3.63
H 3.44 1.08 -3.15
H 2.61 0.34 -4.53
H 0.60 1.86 -4.26
H 2.14 2.80 -3.71
H 1.61 2.54 -1.36
H -0.02 2.21 -2.19
C 1.01 -1.17 -3.26
C -0.03 -0.68 -4.15
C -0.27 -0.81 -5.48
H -1.06 -0.60 -5.84
H 0.47 -1.23 -5.91
H -0.87 -0.17 -3.51
H 1.56 -1.81 -3.90
H 0.68 -1.97 -2.57
H 3.30 0.78 -0.32
H 5.68 0.49 -0.10
H 5.66 -1.01 -1.15
*
```

Computed properties:
electronic energy = -39134.254 eV
relative energy (zero: lowest compared OMol25 entry of this formula, charge and spin) = 475.7 kcal/mol

Atom charges from the Löwdin analysis, given in e for atoms 1 to 2: 0.029 -0.086

***

The following is a quantum chemistry calculation of C25H35N5O2S in the gas phase, from OMol25.

ORCA input file:
```
! wB97M-V def2-TZVPD RIJCOSX def2/J DEFGRID3
* xyz 0 1
C -4.16 -1.53 -0.68
C -3.63 -2.88 -1.16
C -2.59 -3.44 -0.20
N -1.48 -2.52 -0.01
C -0.52 -2.55 -1.10
C 0.48 -1.41 -0.92
N 1.19 -1.46 0.34
C 2.26 -2.45 0.39
C 3.42 -1.96 1.27
C 4.30 -0.94 0.56
N 3.58 0.24 0.16
C 3.35 0.55 -1.13
O 3.84 -0.05 -2.07
C 2.48 1.79 -1.37
C 3.35 3.07 -1.35
C 4.07 3.34 -0.04
N 1.32 1.91 -0.50
N 1.54 1.89 0.81
C 0.56 1.94 1.67
C 0.90 1.93 3.12
C -0.77 1.99 1.20
S -2.22 1.97 2.16
C -3.20 2.00 0.71
C -4.58 2.00 0.66
C -5.19 2.02 -0.58
C -4.43 2.05 -1.75
C -3.05 2.05 -1.70
C -2.42 2.03 -0.46
C -1.02 2.02 -0.16
C 0.07 2.01 -1.11
O -0.04 2.07 -2.32
C 0.24 -1.58 1.43
C -0.78 -2.71 1.24
H -4.65 -1.64 0.29
H -3.33 -0.83 -0.57
H -4.87 -1.12 -1.39
H -3.20 -2.76 -2.15
H -4.45 -3.59 -1.24
H -2.24 -4.43 -0.55
H -3.06 -3.59 0.78
H -1.05 -2.42 -2.05
H 0.01 -3.52 -1.14
H 1.20 -1.39 -1.74
H -0.09 -0.47 -0.93
H 1.91 -3.42 0.77
H 2.64 -2.60 -0.62
H 4.04 -2.81 1.56
H 3.02 -1.51 2.18
H 4.72 -1.37 -0.35
H 5.13 -0.64 1.22
H 3.02 0.72 0.86
H 2.07 1.69 -2.38
H 2.70 3.91 -1.59
H 4.08 2.97 -2.15
H 4.78 2.55 0.18
H 3.36 3.40 0.79
H 4.61 4.28 -0.10
H 1.97 1.91 3.26
H 0.49 2.81 3.60
H 0.45 1.05 3.59
H -5.17 1.98 1.57
H -6.27 2.02 -0.64
H -4.93 2.07 -2.71
H -2.45 2.07 -2.59
H 0.77 -1.71 2.37
H -0.32 -0.63 1.47
H -1.50 -2.67 2.06
H -0.27 -3.69 1.28
*
```

Computed properties:
electronic energy = -48875.144 eV
relative energy (zero: lowest compared OMol25 entry of this formula, charge and spin) = 7.0 kcal/mol
SMILES string = CCCN1CCN(CCCNC(=O)[C@H](CC)n2nc(C)c3sc4ccccc4c3c2=O)CC1

Atom charges from the Löwdin analysis, given in e for atoms 1 to 2: -0.105 -0.237

***

The following is a quantum chemistry calculation of a molecular structure, C25H36As2BrN2O8P2SiTa, from OMol25.

ORCA input file:
```
! wB97M-V def2-TZVPD RIJCOSX def2/J DEFGRID3
* xyz 2 1
Ta -0.57 -0.24 0.24
Br 3.72 -5.22 -3.39
C 2.49 -3.87 -2.94
C 2.92 -2.77 -2.21
C 2.01 -1.79 -1.86
C 0.69 -1.89 -2.27
C 0.25 -3.01 -2.97
C 1.16 -4.00 -3.31
N -0.25 -0.86 -1.93
C -1.18 -0.58 -2.76
C -2.28 0.30 -2.35
C -3.29 0.64 -3.22
C -4.32 1.46 -2.75
C -4.28 1.89 -1.44
C -3.23 1.50 -0.63
N -2.24 0.71 -1.07
H 3.95 -2.70 -1.90
H 2.33 -0.95 -1.25
H -0.80 -3.12 -3.22
H 0.82 -4.88 -3.85
H -1.19 -1.02 -3.75
H -3.29 0.26 -4.23
H -5.14 1.74 -3.40
H -5.06 2.52 -1.03
H -3.19 1.79 0.41
C -0.49 3.28 -1.66
As 0.74 1.89 -1.11
C 1.77 1.68 -2.74
C 1.91 2.82 0.11
C 3.05 3.49 -0.31
C 3.82 4.20 0.61
C 3.44 4.24 1.95
C 2.29 3.57 2.37
C 1.53 2.86 1.45
As -0.03 1.86 1.96
C -1.44 3.13 2.31
C 0.37 1.15 3.71
H 0.09 4.15 -1.97
H -1.14 3.57 -0.83
H -1.10 2.93 -2.49
H 1.95 2.67 -3.15
H 1.19 1.09 -3.45
H 2.72 1.18 -2.55
H 3.36 3.47 -1.35
H 4.71 4.71 0.29
H 4.03 4.79 2.66
H 2.01 3.61 3.41
H -1.10 3.81 3.10
H -2.32 2.59 2.65
H -1.66 3.72 1.42
H 0.44 1.97 4.42
H 1.32 0.62 3.67
H -0.43 0.48 4.01
O -4.09 0.59 2.29
P -3.26 -0.76 2.19
O -3.31 -1.63 3.35
O -1.84 -0.21 1.78
O -3.81 -1.38 0.81
P -3.04 -2.41 -0.17
O -2.97 -3.78 0.59
O -3.62 -2.38 -1.51
O -1.56 -1.93 -0.08
H -4.75 0.54 3.00
H -3.72 -4.37 0.44
C 1.26 -3.86 0.61
Si 1.66 -2.40 1.68
C 0.76 -2.50 3.29
C 3.46 -1.99 1.81
O 0.96 -1.01 0.86
H 1.54 -4.77 1.15
H 1.80 -3.86 -0.34
H 0.19 -3.91 0.41
H 1.06 -3.43 3.80
H -0.32 -2.55 3.16
H 0.99 -1.68 3.97
H 3.99 -2.81 2.30
H 3.62 -1.09 2.39
H 3.91 -1.86 0.82
*
```

Computed properties:
electronic energy = -265596.500 eV
relative energy (zero: lowest compared OMol25 entry of this formula, charge and spin) = 5.7 kcal/mol

Atom charges from the Löwdin analysis, given in e for atoms 1 to 2: 1.563 0.837